58
Properties=species:S:1:pos:R:3 method="wB97M-V/def2-TZVPD" de_lowest_ev=0.000 lumo_ev=0.339 gap_ev=7.4 homo_ev=-7.0 total_energy_ev=-197219.553
Cu -0.49982 -0.98722 1.67063
C -0.62462 -0.10685 6.40743
C 0.52247 0.66837 6.53055
C 1.31612 0.83953 5.43281
C 0.99229 0.20066 4.22538
N -0.11031 -0.52956 4.10002
C -0.89641 -0.66588 5.17240
C 1.78024 0.32525 2.98104
C 3.06081 0.89872 3.00634
C 3.87557 0.83441 1.86871
C 3.42681 0.20685 0.72789
C 2.14376 -0.27169 0.65935
C 1.25513 -0.17763 1.72063
H -1.28560 -0.18473 7.24397
H 0.77020 1.20529 7.47403
H 2.21019 1.51079 5.45627
H -1.80945 -1.24737 4.96259
H 3.55450 1.27886 3.97509
H 4.82045 1.29186 1.86341
H 4.08650 0.08363 -0.17803
H 1.79041 -0.48690 -0.34176
N -3.82023 -1.47765 -0.55509
C -3.25131 -2.71335 -0.67126
C -2.23399 -2.78806 0.16831
N -2.09323 -1.55165 0.76792
C -3.06386 -0.79135 0.31312
C -3.28411 0.56978 0.59572
N -4.01388 1.05242 1.56131
C -3.94204 2.43863 1.41189
C -3.16568 2.71098 0.32076
N -2.73075 1.54900 -0.20112
H -4.52829 -1.06545 -1.12478
H -3.70699 -3.46559 -1.30976
H -1.54482 -3.61728 0.31079
H -4.40434 3.12982 2.11879
H -2.86759 3.66147 -0.07252
H -2.21817 1.40405 -1.03931
C 3.00474 -0.27909 -3.55938
Ge 1.18525 -0.69580 -4.08053
C 0.34136 -1.91318 -2.85040
C 1.21860 -1.41890 -5.91844
C 0.24734 0.97354 -4.45710
Se -1.19584 1.76109 -3.36456
C -0.01098 1.77158 -1.77427
H 3.55813 -1.20160 -3.48239
H 3.05203 0.20405 -2.57212
H 3.47700 0.28478 -4.35252
H 0.51364 -2.96475 -3.14779
H -0.72889 -1.76859 -2.77160
H 0.69690 -1.90369 -1.84189
H 1.84712 -2.25488 -5.95809
H 1.59949 -0.67289 -6.60945
H 0.21722 -1.69191 -6.25377
H -0.20310 0.85222 -5.44979
H 0.99349 1.76971 -4.46413
H 0.83537 2.35692 -2.12971
H 0.31716 0.78301 -1.57384
H -0.47603 2.27623 -0.94176